Record 1
The following is a DFT calculation (ωB97M-V with the def2-TZVPD basis set) of the molecule C3H6N2O.

Properties
Molecular weight in g mol⁻¹: 86.1
Kohn-Sham gap in eV: 6.892
Energy relative to the best compared isomer or geometry (same formula, charge and spin) in kJ/mol: 519.61
Strongest force on any atom in eV/A: 0.52
LUMO in eV: 0.31

```
12
Properties=species:S:1:pos:R:3:forces:R:3:lowdin_charge:R:1
O -2.2072 0.5813 1.3205 -0.331 0.152 0.105 -0.117
N -1.8024 0.3955 -0.0357 0.502 -0.092 -0.082 -0.026
C -0.5412 0.1530 0.0009 -0.257 0.072 -0.127 -0.432
C 0.3762 -0.0902 -1.1755 -0.106 -0.010 -0.256 -0.055
N 1.4854 -0.3662 -0.1766 0.395 -0.255 0.131 0.009
C 0.5050 -0.0380 0.9220 -0.021 0.140 0.187 -0.071
H -3.1540 0.7285 1.2272 0.107 -0.015 0.055 0.068
H 0.6175 0.8214 -1.7274 -0.017 -0.152 0.055 0.125
H 0.1966 -0.9135 -1.8719 -0.010 0.037 0.195 0.121
H 2.3227 0.2059 -0.3135 -0.189 0.049 0.054 0.156
H 0.8267 0.4464 1.8314 -0.055 -0.189 -0.084 0.071
H 1.7808 -1.3458 -0.1340 -0.017 0.263 -0.231 0.152
```
Forces are in eV/Å.

Record 2
The following is a DFT calculation (ωB97M-V with the def2-TZVPD basis set) of a cluster of 4 separate species, C4H14O3 in total at a distorted geometry.

Properties
SMILES: C/C=C/C.O.O.O
Molecular weight in g mol⁻¹: 110.2
Kohn-Sham gap in eV: 9.694
Energy relative to the best compared isomer or geometry (same formula, charge and spin) in kJ/mol: 151.17
Strongest force on any atom in eV/A: 2.42
LUMO in eV: 0.56

```
21
Properties=species:S:1:pos:R:3:forces:R:3:lowdin_charge:R:1
C -1.3355 -1.3742 -1.6766 2.191 0.038 -1.023 -0.100
C -0.3663 -0.8948 -0.6321 -0.719 -0.973 1.418 -0.177
C 0.7478 -1.5199 -0.2739 0.800 -0.195 -0.218 -0.171
C 1.5690 -1.3235 0.9822 -0.364 -0.908 -0.043 -0.109
H -0.8270 -2.1118 -2.3091 -0.143 -0.389 0.352 0.071
H -1.3749 -0.5638 -2.3731 -1.185 0.736 -0.552 0.054
H -2.2815 -1.7832 -1.3534 -0.211 0.325 0.264 0.072
H -0.7214 -0.1482 0.0688 -0.066 0.000 -0.307 0.065
H 1.1778 -2.2877 -0.9194 -0.394 -0.080 -0.125 0.097
H 0.9343 -1.0457 1.8139 0.189 0.778 -0.102 0.047
H 2.4555 -0.7034 0.8282 -0.122 0.107 0.295 0.067
H 1.9146 -2.3142 1.3066 0.308 0.089 -0.378 0.071
H 2.1213 1.1159 -0.2879 -0.018 -0.573 -0.600 -0.006
H 2.4814 1.8458 -1.6972 -0.042 -0.840 0.000 0.031
O 2.2729 1.9263 -0.7692 -0.055 1.429 0.603 -0.050
H -1.5609 3.0203 0.2119 0.123 0.254 0.325 0.048
H -2.9298 2.5017 0.0111 -0.373 -0.023 0.190 0.044
O -2.3794 2.8767 0.7081 0.384 -0.332 -0.559 -0.052
H -0.3783 0.9682 2.8865 -0.345 0.371 0.090 0.052
H -1.1160 1.1284 1.5016 -0.279 0.452 0.536 0.006
O -0.4035 0.6869 1.9727 0.322 -0.268 -0.167 -0.060
```
Forces are in eV/Å.

Record 3
The following is a DFT calculation (ωB97M-V with the def2-TZVPD basis set) of a structure of composition C8H20N4O11S at a distorted geometry.

Properties
Molecular weight in g mol⁻¹: 380.3
Kohn-Sham gap in eV: 9.409
Strongest force on any atom in eV/A: 1.43
LUMO in eV: -0.21

```
44
Properties=species:S:1:pos:R:3:forces:R:3:lowdin_charge:R:1
C -1.1484 -3.7199 -3.8455 -0.138 -0.265 0.620 0.060
N -0.4534 -3.3053 -2.5904 0.120 -0.218 0.079 -0.440
O -0.0601 -2.1598 -2.5285 -0.019 0.129 0.119 0.060
O -0.2937 -4.1452 -1.7239 -0.089 0.203 -0.186 0.063
H -0.4043 -4.2377 -4.4415 0.037 0.214 -0.225 0.104
H -1.5619 -2.8207 -4.2790 0.083 -0.042 -0.289 0.092
H -1.9128 -4.4332 -3.5534 -0.063 0.061 -0.035 0.100
C -0.6964 0.8464 4.8890 0.214 -0.231 -0.282 0.054
N -2.0044 0.1989 4.6028 0.074 0.071 -0.313 -0.446
O -2.9889 0.7320 5.0602 -0.124 -0.071 0.067 0.072
O -2.0036 -0.8009 3.9069 -0.042 0.043 0.069 0.055
H -0.6067 0.9013 5.9677 0.075 0.139 0.012 0.103
H -0.7071 1.8268 4.4225 -0.153 0.103 0.186 0.108
H 0.0784 0.2500 4.4221 0.043 -0.081 0.173 0.072
C 5.3537 2.2025 1.4752 0.229 -0.385 0.106 0.048
N 5.1447 3.3130 0.5121 0.018 0.001 -0.047 -0.451
O 4.1342 3.9687 0.6502 -0.016 0.116 0.016 0.061
O 5.9712 3.4736 -0.3647 -0.081 0.006 0.173 0.062
H 5.4571 2.5807 2.4878 -0.127 0.332 -0.096 0.102
H 6.2586 1.6782 1.1918 -0.061 -0.048 -0.108 0.095
H 4.4746 1.5686 1.4239 -0.014 -0.068 -0.052 0.074
C 0.3799 -2.2971 1.2933 0.242 0.163 -0.649 -0.113
C -0.2054 -0.9230 0.8680 -1.033 -0.547 0.825 -0.160
O 0.4573 0.0265 1.7129 0.634 0.341 -0.298 -0.201
S 1.9552 -0.4889 1.9100 -0.498 0.205 -0.633 0.562
O 2.4717 0.0475 3.1084 0.033 0.015 0.610 -0.217
O 2.6790 -0.3114 0.6987 0.092 -0.077 -0.149 -0.219
O 1.5515 -1.9978 2.0870 0.180 -0.095 0.317 -0.184
H 0.7059 -2.8593 0.4214 -0.135 -0.114 0.041 0.111
H -0.2905 -2.8787 1.9150 -0.013 0.035 0.084 0.132
H -1.2475 -0.8431 1.1765 -0.011 -0.127 -0.192 0.123
H -0.1302 -0.7344 -0.1998 0.477 0.227 0.054 0.108
C -3.3745 0.2533 -3.4747 0.819 0.445 0.226 -0.353
O -4.1677 -0.5019 -2.9667 -0.382 -0.265 -0.016 0.015
N -2.6259 1.1693 -2.8038 -0.388 0.229 0.173 -0.200
C -1.6175 1.9544 -3.4629 -0.205 0.265 -0.786 -0.069
C -2.8141 1.4082 -1.3845 0.332 -1.100 0.198 -0.034
H -3.1210 0.2699 -4.5499 -0.196 -0.153 -0.040 0.130
H -0.6250 1.7422 -3.0675 0.065 0.082 0.010 0.092
H -1.8345 3.0264 -3.4167 0.093 -0.035 0.412 0.091
H -1.6388 1.7467 -4.5377 0.173 -0.267 0.164 0.083
H -1.9704 0.9805 -0.8247 0.124 0.377 -0.078 0.077
H -2.9059 2.4662 -1.1589 -0.093 0.078 -0.045 0.091
H -3.6624 0.8264 -1.0286 -0.274 0.309 -0.214 0.087
```
Forces are in eV/Å.

Record 4
The following is a DFT calculation (ωB97M-V with the def2-TZVPD basis set) of a cluster of 2 separate species, C4H14N3O5S2 in total at a distorted geometry.

Properties
Net charge: +1
Molecular weight in g mol⁻¹: 248.3
Kohn-Sham gap in eV: 7.842
Strongest force on any atom in eV/A: 2.89
LUMO in eV: -5.06

```
28
Properties=species:S:1:pos:R:3:forces:R:3:lowdin_charge:R:1
N -0.4319 -2.9519 -1.5237 1.722 0.183 1.350 0.060
C 0.0109 -2.0442 -0.3882 -1.746 0.783 0.037 -0.622
N -0.6002 -2.5284 0.9124 1.505 -0.477 -1.316 0.070
N -0.6394 -0.6759 -0.6824 2.526 -0.715 1.216 0.075
C 1.6265 -1.7648 -0.3254 -0.450 1.308 -0.075 -0.285
S 2.6904 -3.3207 -0.3785 1.453 0.845 1.337 1.111
O 3.3644 -3.4396 1.2195 -0.874 0.217 -2.067 -0.338
H -0.3087 -3.9635 -1.2985 -0.082 1.104 -0.476 0.067
H 0.0136 -2.6818 -2.4312 -0.666 -0.387 1.160 0.100
H -0.1305 -2.1301 1.7549 -0.513 -0.637 -1.059 0.102
H -0.6945 -3.5676 0.9526 0.218 1.330 0.152 0.088
H 0.1563 0.0201 -0.7577 -1.446 -0.744 0.050 0.045
H -1.1473 -0.4324 0.1960 0.384 -0.234 -0.973 0.061
H 1.9579 -1.1008 -1.2597 -0.520 -1.787 1.827 0.135
H 1.9798 -1.1647 0.6347 -0.752 -1.508 -1.813 0.139
H 1.8867 -4.4719 -0.6060 0.390 1.299 1.200 0.055
H 4.2636 -2.9904 1.2422 -1.218 -0.699 -0.599 0.111
C -2.1785 3.8464 -0.3870 -0.551 0.696 0.338 -0.162
C -1.1386 4.6868 0.3492 -0.010 0.388 -0.834 -0.165
O -0.5758 3.8131 1.3253 -0.207 -1.500 -0.094 -0.184
S -0.5795 2.2911 0.7390 -0.525 0.914 0.132 0.665
O 0.7307 2.0147 0.1930 -1.327 -0.238 0.663 -0.259
O -1.2280 1.4320 1.7022 1.217 0.720 -1.123 -0.236
O -1.6046 2.5455 -0.5029 1.217 -0.342 0.746 -0.195
H -3.1010 3.7611 0.1964 0.089 0.050 -0.074 0.138
H -2.4105 4.2503 -1.3761 0.175 -0.288 0.110 0.142
H -1.5762 5.5671 0.8261 0.123 -0.311 0.151 0.143
H -0.3356 5.0005 -0.3262 -0.131 0.029 0.034 0.136
```
Forces are in eV/Å.